1.
A cluster of 9 separate species, C35H74ClF2N10O19 in total, computed with ωB97M-V/def2-TZVPD.

The multiplicity is 1. The HOMO energy is -0.396 Eh. The calculation puts the LUMO energy at -4.3430 eV. Its total charge is +1.

Geometry as XYZ:
```
141
Properties=species:S:1:pos:R:3:forces:R:3:mulliken_charge:R:1
C 3.160761 5.494897 3.142555 0.1 -0.1 0.1 -1.482
C 3.098213 4.142236 2.441481 0.0 0.1 -0.1 -0.425
C 3.135478 4.252746 0.902308 -0.2 0.1 0.1 -1.147
C 1.799118 3.903428 0.206463 0.3 0.4 -0.1 -0.729
C 1.976659 3.050889 -1.063606 0.2 -0.2 0.2 -1.539
C 0.882024 1.992036 -1.353806 -0.6 0.2 -0.8 1.533
C -0.511360 2.652857 -1.209037 -0.2 -0.2 0.3 -2.124
C -1.239566 2.598488 0.155566 0.0 0.4 -0.1 -0.178
C -2.724539 2.196768 0.071951 0.0 0.4 0.2 -1.072
C -3.677085 3.396118 0.177554 -0.2 -0.4 -0.1 -0.625
C -5.098628 2.979412 0.552324 0.0 -0.2 -0.5 -0.780
N -5.849438 2.342567 -0.540574 0.1 -0.1 0.1 -0.574
C 1.047186 1.610553 -2.849348 0.0 -0.1 0.0 0.625
F 0.015397 0.727424 -3.228264 -0.2 0.1 0.0 -0.274
C 1.147326 2.706999 -3.907507 0.2 0.0 -0.1 -1.175
C 0.237775 2.530837 -5.103053 0.2 0.3 -0.4 -1.107
O 0.767642 1.469547 -5.911824 -0.1 -0.2 0.6 -0.360
C -0.180159 0.874022 -6.723010 0.0 0.2 -0.2 0.118
O -0.416160 1.338029 -7.792411 -0.1 0.1 -0.3 -0.546
C -0.808119 -0.352755 -6.146761 0.0 -0.4 0.1 0.025
C 0.227123 -1.437397 -5.822528 -0.1 0.3 0.0 -0.684
C 2.188120 0.639223 -2.778040 -0.2 0.2 0.1 -0.709
N 2.224630 0.056941 -1.646789 -0.1 -0.1 -0.5 0.616
C 3.197550 -1.010694 -1.360898 0.2 -0.3 -0.1 -0.751
C 3.308036 -2.046561 -2.487888 0.2 0.2 0.1 0.444
C 3.607110 -3.444010 -1.919869 -0.2 0.0 0.0 -0.954
O 2.434824 -4.234318 -1.859272 0.1 0.3 0.0 -0.427
C 1.202248 0.605134 -0.649430 0.9 0.7 0.9 1.202
C 1.981877 0.865578 0.682870 -0.3 -0.5 -0.1 -0.863
C 2.204918 -0.304469 1.654551 0.2 0.0 0.2 -0.811
F 3.500667 -0.192231 2.154264 -0.1 0.0 -0.1 -0.399
C 0.116431 -0.419536 -0.269822 -0.1 -0.2 -0.6 -2.353
C -1.097488 -0.733967 -1.152690 0.1 -0.4 -0.1 0.899
C -0.811588 -1.857945 -2.144260 0.1 0.2 0.0 -1.055
Cl -2.389653 -1.312730 -0.049349 -0.2 0.1 0.0 -0.163
H 2.419980 6.185103 2.736490 0.0 0.0 0.0 0.361
H 2.973328 5.381726 4.210505 0.0 0.1 0.0 0.397
H 4.146029 5.950959 3.038077 0.0 0.0 -0.1 0.352
H 2.174817 3.643845 2.749248 0.0 -0.1 0.0 0.280
H 3.923832 3.515213 2.779421 0.0 0.0 0.1 0.334
H 3.388563 5.284102 0.649706 0.1 0.0 -0.1 0.633
H 3.943133 3.639001 0.498743 0.0 -0.1 0.0 0.410
H 1.123254 3.458718 0.928589 -0.1 -0.1 -0.1 0.103
H 1.336174 4.843911 -0.097140 -0.2 -0.1 0.1 0.773
H 2.960463 2.572825 -1.052766 0.0 0.0 0.0 0.647
H 2.027638 3.738286 -1.904177 -0.1 0.0 0.0 0.670
H -1.196015 2.267295 -1.965613 0.1 -0.2 0.0 0.941
H -0.368981 3.703870 -1.465362 0.0 0.0 -0.1 0.614
H -0.706867 1.993748 0.890381 0.0 -0.2 -0.1 0.309
H -1.220830 3.609746 0.566969 0.1 -0.1 0.1 0.777
H -2.923019 1.700101 -0.878978 0.0 -0.3 0.1 0.013
H -2.957687 1.517830 0.893135 0.0 -0.2 -0.1 0.411
H -3.740702 3.878370 -0.803796 0.2 0.4 0.1 0.109
H -3.308249 4.104639 0.920963 0.0 0.1 0.0 0.514
H -5.656344 3.851426 0.890781 0.0 0.0 0.1 0.255
H -5.039738 2.251241 1.361648 -0.2 0.2 0.2 0.334
H -5.722938 1.340078 -0.541829 0.0 0.0 0.0 0.266
H -5.560902 2.688260 -1.446748 -0.1 0.1 0.0 0.267
H 2.167551 2.722628 -4.301870 0.0 0.1 0.0 0.419
H 0.982630 3.695027 -3.484544 -0.2 0.0 0.1 0.705
H 0.261675 3.455386 -5.684323 0.0 0.0 0.0 0.599
H -0.805546 2.356426 -4.833721 0.1 -0.2 0.1 0.383
H -1.348013 -0.066952 -5.241309 0.1 0.0 0.1 -0.044
H -1.534517 -0.728273 -6.863294 0.0 0.1 0.0 0.545
H 1.076305 -0.997522 -5.297186 0.0 0.0 0.0 -0.027
H 0.575909 -1.900308 -6.744061 0.0 0.0 0.0 0.420
H -0.217834 -2.203128 -5.191739 0.0 -0.1 0.0 0.285
H 2.849331 0.437640 -3.612824 0.1 -0.3 0.1 0.525
H 2.924264 -1.515495 -0.444764 -0.3 0.1 0.0 0.124
H 4.161778 -0.533562 -1.178758 0.0 0.1 0.1 0.142
H 4.083986 -1.746730 -3.194069 0.0 0.0 0.0 0.498
H 2.356049 -2.093671 -3.020707 0.0 -0.1 -0.1 -0.389
H 4.392153 -3.936799 -2.496964 0.0 0.0 0.0 0.338
H 3.950807 -3.349827 -0.888816 0.2 -0.1 0.0 0.615
H 2.162251 -4.400320 -2.772841 -0.1 -0.3 0.0 0.308
H 2.965778 1.284350 0.485231 0.0 0.1 0.0 0.188
H 1.390019 1.598716 1.219940 0.2 0.1 0.0 0.441
H 1.528219 -0.259301 2.507282 0.0 0.0 0.0 0.448
H 2.122087 -1.297025 1.221904 0.0 0.0 0.0 0.381
H -0.239673 -0.146952 0.720773 0.0 0.1 0.0 0.939
H 0.621929 -1.383669 -0.160682 0.0 0.0 0.2 0.611
H -1.492175 0.126513 -1.673340 -0.1 0.2 0.2 -0.082
H -1.598593 -1.919853 -2.893954 0.0 -0.1 0.0 0.391
H 0.133230 -1.670279 -2.656332 0.0 0.0 -0.1 -0.235
H -0.732069 -2.808662 -1.619709 0.0 0.0 0.0 0.581
C -6.388143 2.903244 5.000080 0.0 0.1 0.2 -0.461
N -5.751616 3.821776 4.019922 0.0 0.0 -0.1 0.921
O -4.642060 3.548501 3.601236 0.2 -0.1 0.1 -0.520
O -6.386704 4.793835 3.681150 -0.1 0.1 0.0 -0.557
H -5.712187 2.087243 5.206098 0.1 0.0 -0.1 -0.038
H -6.597116 3.488911 5.891112 -0.1 0.0 0.0 0.307
H -7.310094 2.543064 4.554931 0.0 0.0 0.0 0.337
C 2.798310 -6.571105 0.160150 0.0 0.0 0.1 -0.726
N 3.305723 -7.864622 0.693135 -0.1 0.1 0.0 0.890
O 4.047171 -7.825907 1.653135 0.1 0.0 0.1 -0.518
O 2.935722 -8.870901 0.134119 0.0 -0.1 -0.1 -0.530
H 3.208120 -5.773796 0.768123 0.0 0.0 0.0 0.286
H 3.113272 -6.487994 -0.872860 -0.1 -0.1 0.0 0.290
H 1.715404 -6.601742 0.222455 0.0 0.0 -0.1 0.308
C 2.612268 -3.820747 -6.596879 0.0 0.0 -0.1 -0.763
N 1.677363 -4.567949 -5.711242 0.1 -0.1 -0.1 0.984
O 0.544849 -4.731500 -6.081364 -0.1 0.0 0.0 -0.480
O 2.136387 -4.989194 -4.659361 0.1 0.2 0.1 -0.689
H 2.071400 -3.523375 -7.486530 0.0 0.0 0.0 0.334
H 2.969777 -2.961065 -6.038109 0.0 0.0 0.0 0.253
H 3.434990 -4.488579 -6.833330 0.0 0.0 0.0 0.320
C 4.458289 -9.038858 4.757209 0.1 -0.1 0.0 -0.622
N 3.465489 -8.523807 5.739491 0.0 0.0 -0.1 0.853
O 3.515371 -8.939023 6.874808 0.0 0.0 0.1 -0.526
O 2.666083 -7.707923 5.327651 -0.1 0.1 0.0 -0.535
H 5.103990 -9.747506 5.260828 0.0 0.0 0.1 0.332
H 3.905627 -9.503889 3.947490 0.0 0.1 -0.1 0.250
H 5.013675 -8.183917 4.386152 0.0 0.0 -0.1 0.243
C 1.278242 2.520605 -10.126766 0.1 -0.1 0.0 -0.677
N 1.915281 3.576202 -10.961075 0.0 0.0 0.0 0.891
O 3.113649 3.513086 -11.136316 0.1 0.0 0.0 -0.533
O 1.185598 4.435090 -11.402767 -0.1 0.1 0.0 -0.525
H 2.049680 1.832935 -9.803161 0.0 0.0 0.0 0.297
H 0.801983 3.008544 -9.284721 -0.1 0.0 0.0 0.248
H 0.533703 2.024975 -10.741246 -0.1 0.0 0.0 0.299
C -6.689693 -1.967153 5.956676 0.1 -0.1 0.1 -0.746
N -6.753463 -0.711028 5.164556 0.0 0.0 0.1 0.869
O -5.706061 -0.192926 4.827688 0.2 -0.1 0.0 -0.477
O -7.850434 -0.270864 4.904346 -0.1 0.0 0.0 -0.534
H -5.647721 -2.216607 6.111603 0.0 0.0 0.0 0.288
H -7.192510 -1.777022 6.899718 0.0 0.0 0.0 0.295
H -7.211500 -2.732317 5.390070 -0.1 0.0 0.0 0.311
C -3.612987 1.951415 7.726600 -0.1 0.1 0.1 -0.752
N -4.513421 0.777970 7.863719 0.0 -0.1 -0.1 0.972
O -5.660922 0.958190 8.210641 -0.1 0.0 -0.1 -0.537
O -4.028903 -0.305714 7.607916 0.0 -0.1 0.0 -0.542
H -4.167606 2.847762 7.977296 -0.1 0.0 0.0 0.297
H -2.781239 1.785059 8.409027 -0.1 0.1 -0.1 0.280
H -3.271372 1.968451 6.695300 0.1 0.0 0.0 0.302
C 0.279933 -0.750498 8.736855 0.1 0.0 -0.1 -0.728
N -0.706787 0.175710 9.352481 0.0 0.0 0.0 0.932
O -0.780976 1.310465 8.915067 0.2 0.0 -0.1 -0.591
O -1.382512 -0.260352 10.251710 -0.1 -0.1 0.1 -0.490
H 0.802827 -0.217274 7.952899 0.0 0.0 0.0 0.306
H 0.955191 -1.070409 9.524092 0.0 0.0 0.0 0.284
H -0.279142 -1.596239 8.348774 0.0 0.0 0.0 0.285
```
Forces are in eV/Å.

***

2.
A cluster of 2 separate species, C22H33N3O3S2 in total, computed with ωB97M-V/def2-TZVPD.

Its SMILES is COc1ccc(C2=NCC[C@H]3SCC[C@H]23)cc1.CNC(=O)[C@H](CCSC)NC(C)=O. The multiplicity is 1. The HOMO energy is -0.307 Eh. The calculation puts the LUMO energy at 0.5011 eV. Its total charge is 0.

Geometry as XYZ:
```
63
Properties=species:S:1:pos:R:3:forces:R:3:mulliken_charge:R:1
O -4.191713 1.951485 5.746410 0.0 0.2 0.2 -0.676
O -0.514069 -0.849469 2.360574 -0.2 0.1 -0.1 -0.652
N 0.857158 0.883300 -3.332329 1.4 -1.1 1.2 -0.676
O 4.091559 -4.477765 -4.761638 -0.3 0.0 0.0 -0.445
S -2.968695 3.625984 0.056290 0.0 0.0 0.0 -0.088
S 1.786896 2.119016 1.014358 0.0 -0.1 -0.1 -0.257
C -3.965721 1.294598 4.744766 -1.5 0.0 1.1 0.675
C -1.093927 -0.267996 3.268064 0.4 -0.2 -0.7 -0.085
C 1.581407 0.121013 -2.533674 -1.8 2.2 -1.3 -0.037
C 4.187762 -2.427647 -3.599726 0.0 0.4 0.2 -0.700
C 2.029714 -3.172508 -4.353338 0.2 0.1 0.1 -0.335
C 3.605114 -1.285795 -3.038996 -0.3 -0.7 -0.3 -0.205
C 1.441668 -2.028315 -3.797360 0.7 -0.1 0.1 -0.843
C 3.417119 -3.389682 -4.255306 -0.5 0.1 -0.1 0.840
C 2.217539 -1.077238 -3.117129 0.1 -0.7 -0.4 0.024
N -0.707481 -0.398800 4.545351 -0.3 0.3 1.0 -0.128
N -2.774469 1.373140 4.153402 1.4 -0.8 -1.4 -0.208
C 3.338287 -5.486586 -5.448420 -0.2 0.3 0.2 -0.809
C -3.520380 2.432385 -1.192217 0.0 -0.1 0.4 -0.879
C -5.038024 0.383724 4.182696 0.3 0.1 0.0 -1.037
C 0.423838 -1.214068 4.985149 -0.2 0.1 -0.5 -0.860
C 0.239972 2.155643 -2.881294 0.5 -0.6 0.6 -0.946
C 2.561036 0.475017 1.247583 -0.1 -0.3 0.0 -0.459
C -3.137791 2.627161 1.560775 0.2 -0.5 0.2 -0.655
C 0.269474 2.403203 -1.369497 0.0 0.3 0.2 0.267
C 2.809488 -0.089156 -0.149782 0.2 -0.3 -0.5 -0.974
C 1.577751 1.896020 -0.788751 -0.3 -0.2 -0.2 -0.286
C 1.658456 0.389740 -1.041234 0.3 0.4 0.5 0.732
C -1.996863 1.629654 1.819736 0.0 0.1 -0.1 -0.379
C -2.301075 0.642418 2.962405 -0.1 0.6 0.4 0.421
H 5.260641 -2.575060 -3.535460 -0.1 0.0 0.0 0.414
H 1.386104 -3.879077 -4.863105 0.1 0.0 0.0 0.359
H 4.247598 -0.555021 -2.558420 -0.1 -0.1 0.0 0.415
H 0.369763 -1.874482 -3.892704 0.2 0.0 0.0 0.387
H -1.238056 0.097655 5.245319 0.1 -0.1 -0.1 0.248
H -2.150359 2.055243 4.557156 0.0 0.1 0.0 0.311
H 4.007644 -6.287593 -5.774720 0.2 0.4 0.2 0.239
H 2.580965 -5.923755 -4.790305 0.0 0.1 0.0 0.328
H 2.849251 -5.069351 -6.334157 0.0 0.0 0.1 0.329
H -3.436510 2.881670 -2.181889 0.1 0.1 0.1 0.352
H -4.560522 2.162861 -1.008453 0.0 0.0 -0.1 0.369
H -2.901711 1.536145 -1.152518 0.0 0.0 -0.1 0.216
H -5.931315 0.471067 4.799280 0.2 0.1 0.0 0.328
H -4.687749 -0.645892 4.198595 -0.1 -0.2 -0.2 0.316
H -5.275614 0.685626 3.164894 -0.1 -0.2 -0.1 0.255
H 0.458914 -1.256986 6.074971 -0.1 0.1 -0.2 0.368
H 0.323428 -2.227078 4.589506 0.1 0.1 0.0 0.289
H 1.355091 -0.784659 4.609765 0.0 -0.1 0.0 0.237
H 0.772415 2.975320 -3.375496 0.0 -0.2 -0.2 0.310
H -0.797679 2.193882 -3.227609 0.2 -0.1 -0.1 0.484
H 1.878665 -0.177185 1.799329 0.0 0.2 0.0 0.144
H 3.494788 0.554417 1.812476 -0.2 0.1 -0.1 0.472
H -4.080929 2.083367 1.504834 -0.2 0.1 0.0 0.130
H -3.195805 3.312703 2.406906 -0.2 0.1 -0.2 0.407
H 0.152000 3.471348 -1.162039 -0.2 -0.1 0.0 0.504
H -0.562681 1.876848 -0.897240 0.1 0.1 0.1 -0.587
H 3.760817 0.296620 -0.527995 0.0 -0.1 0.0 0.277
H 2.863270 -1.182434 -0.122425 0.1 0.1 0.0 0.400
H 2.410165 2.401780 -1.291674 0.0 -0.1 0.0 0.513
H 0.757104 -0.077804 -0.629825 -0.2 0.1 0.1 0.132
H -1.092438 2.189681 2.059059 0.2 -0.1 -0.2 0.194
H -1.816248 1.053889 0.912719 0.3 -0.1 0.1 0.161
H -3.085034 -0.022221 2.604356 -0.2 0.0 0.2 0.356
```
Forces are in eV/Å.